1.
Formula: C15H16N4S3
Source: the Open Molecules 2025 dataset
Level of theory: ωB97M-V/def2-TZVPD

Results
- HOMO level: -7.8471 eV
- Energy above the lowest of the compared OMol25 structures with the same formula, charge and spin: 0.045 eV
- SMILES: Cc1nc(CSc2nnc(Nc3cccc(C)c3C)s2)cs1
- HOMO-LUMO gap: 8.521 eV
- E: -54280.6866 eV

Last column: Mulliken charge in e.
Element x y z (Å)
C  -7.361  1.631  0.495  -1.044
C  -6.240  0.736  0.131  0.664
N  -5.117  0.674  0.743  -0.499
C  -4.268  -0.240  0.200  -0.049
C  -2.918  -0.423  0.783  -0.483
S  -1.679  0.541  -0.184  -0.123
C  -0.251  -0.303  0.305  0.355
N  -0.217  -1.333  1.071  0.012
N  1.008  -1.795  1.303  -0.924
C  1.943  -1.122  0.720  0.438
N  3.253  -1.426  0.824  -0.204
C  4.285  -0.761  0.126  0.241
C  5.041  -1.490  -0.785  -0.738
C  6.049  -0.871  -1.496  -0.709
C  6.293  0.477  -1.304  -0.893
C  5.566  1.210  -0.378  0.986
C  5.866  2.663  -0.172  -1.482
C  4.562  0.586  0.371  0.940
C  3.835  1.352  1.434  -1.725
S  1.338  0.234  -0.252  -0.101
C  -4.769  -0.902  -0.881  -0.320
S  -6.364  -0.371  -1.232  -0.195
H  -8.242  1.047  0.760  0.300
H  -7.622  2.273  -0.344  0.311
H  -7.067  2.244  1.342  0.295
H  -2.890  -0.047  1.804  0.310
H  -2.583  -1.457  0.745  0.383
H  3.435  -2.376  1.117  0.272
H  4.824  -2.537  -0.936  0.415
H  6.634  -1.434  -2.208  0.381
H  7.069  0.966  -1.875  0.362
H  4.961  3.260  -0.272  0.301
H  6.270  2.834  0.826  0.323
H  6.595  3.009  -0.900  0.399
H  3.146  2.071  0.991  0.414
H  4.545  1.905  2.046  0.463
H  3.270  0.686  2.080  0.476
H  -4.298  -1.657  -1.477  0.446


2.
Formula: C15H16N6O3S2
Source: the Open Molecules 2025 dataset
Level of theory: ωB97M-V/def2-TZVPD

Results
- HOMO level: -9.0176 eV
- SMILES: Cc1cccc(-n2nnnc2SCC(=O)NCCN2C(=O)CSC2=O)c1
- HOMO-LUMO gap: 9.329 eV
- E: -52550.7070 eV

Last column: Mulliken charge in e.
Element x y z (Å)
C  4.922  -2.257  -3.466  -1.819
C  4.434  -2.047  -2.046  0.385
C  5.679  -2.070  -1.140  -1.037
C  5.254  -1.980  0.180  -0.661
C  3.781  -1.729  0.389  -0.275
C  2.869  -1.578  -0.423  1.229
N  1.695  -1.396  0.127  0.934
N  1.093  -1.633  1.119  -1.112
N  -0.035  -1.135  1.349  -0.031
N  -0.505  -0.527  -0.080  -0.137
C  0.661  -0.814  -0.698  -0.122
S  0.810  0.055  -2.292  -0.176
C  -0.729  1.256  -2.288  -1.082
C  -0.454  2.118  -1.013  0.708
O  0.402  2.072  -0.298  -0.473
N  -1.546  2.800  -0.627  -0.090
C  -1.785  3.362  0.489  -0.350
C  -2.884  3.028  1.391  -1.582
N  -3.127  1.242  1.518  0.096
C  -2.578  1.060  2.696  0.613
O  -2.236  1.538  3.686  -0.490
C  -2.520  -0.456  2.631  -0.686
S  -3.539  -1.085  1.240  -0.158
C  -3.570  0.679  0.561  0.583
O  -3.899  1.125  -0.717  -0.720
C  3.117  -1.808  -1.621  -0.578
H  4.468  -1.766  -4.062  0.743
H  5.980  -1.928  -3.664  0.373
H  4.989  -3.302  -3.659  0.355
H  6.502  -2.581  -1.397  0.455
H  5.938  -2.250  0.971  0.382
H  3.563  -1.542  1.597  0.185
H  -1.746  0.418  -2.158  0.246
H  -0.590  1.856  -2.983  0.799
H  -2.498  2.463  -1.003  0.337
H  -1.682  4.537  0.500  0.269
H  -0.838  3.218  1.253  0.251
H  -3.075  3.465  2.154  0.903
H  -3.897  3.229  0.648  0.310
H  -3.183  -1.031  3.415  0.340
H  -1.633  -0.918  2.621  0.462
H  2.533  -1.742  -2.462  0.622


3.
Formula: C15H16N6OS2
Source: the Open Molecules 2025 dataset
Level of theory: ωB97M-V/def2-TZVPD

Results
- HOMO level: -7.1905 eV
- Energy above the lowest of the compared OMol25 structures with the same formula, charge and spin: 16.622 eV
- SMILES: Cc1ccc(C2=NN=C(NC(=O)CSc3nncn3C)SC2)cc1
- HOMO-LUMO gap: 6.569 eV
- E: -48456.9003 eV

Last column: Mulliken charge in e.
Element x y z (Å)
C  7.070  0.130  -0.552  -1.418
C  5.696  0.074  -0.401  0.877
C  5.003  1.336  -0.101  -0.988
C  3.539  1.185  0.112  -0.156
C  2.797  -0.159  -0.107  0.469
C  1.372  -0.026  0.274  -0.027
N  0.654  1.341  0.238  -0.837
N  -0.696  1.329  0.335  0.023
C  -1.169  0.337  1.190  0.517
N  -2.482  0.801  1.712  -0.114
C  -3.522  1.387  0.931  -0.559
O  -4.714  1.283  1.613  -0.687
C  -3.121  2.065  -0.094  0.351
S  -3.251  1.244  -1.563  -0.286
C  -3.376  -0.411  -1.077  0.227
N  -2.456  -1.107  -0.538  0.169
N  -2.859  -2.208  -0.118  -0.684
C  -4.213  -2.148  0.009  -0.318
N  -4.523  -0.830  -0.918  0.142
C  -5.753  -0.424  -0.827  -0.820
S  -0.413  -0.853  2.013  -0.252
C  0.628  -1.199  0.666  -0.211
C  3.412  -1.231  -0.238  -0.291
C  4.741  -1.231  -0.342  -0.987
H  7.515  0.709  0.420  0.275
H  7.210  0.677  -1.564  0.265
H  7.325  -0.742  -0.585  0.540
H  5.409  2.185  -0.162  0.640
H  2.985  2.320  0.425  0.156
H  -2.795  0.264  2.414  0.282
H  -2.184  2.572  0.004  0.476
H  -3.798  3.117  -0.347  0.352
H  -4.801  -2.976  0.266  0.427
H  -6.045  0.022  0.029  0.428
H  -5.845  0.300  -1.768  0.309
H  -6.644  -1.291  -0.743  0.220
H  1.229  -2.183  0.907  0.385
H  -0.150  -1.612  -0.119  0.328
H  2.891  -2.056  -0.499  0.562
H  5.331  -1.993  -0.894  0.213


4.
Formula: C15H16O3
Source: the Open Molecules 2025 dataset
Level of theory: ωB97M-V/def2-TZVPD

Results
- HOMO level: -9.3240 eV
- Energy above the lowest of the compared OMol25 structures with the same formula, charge and spin: 1.554 eV
- SMILES: CC1=CC(=O)C2=C(C)C[C@@H]3OC(=O)C(C)=C3C[C@@H]12
- HOMO-LUMO gap: 9.252 eV
- E: -21954.5445 eV

Last column: Mulliken charge in e.
Element x y z (Å)
C  2.656  -0.200  -2.214  -1.346
C  2.302  0.399  -0.866  -0.064
C  2.990  1.404  -0.289  -0.795
C  2.246  1.702  0.950  0.416
O  2.882  2.328  1.731  -0.609
C  1.163  0.807  1.044  -0.181
C  0.209  0.755  2.068  0.691
C  0.192  1.767  3.220  -1.565
C  -0.792  -0.370  2.037  -1.048
C  -1.922  -0.223  1.024  0.630
O  -2.931  -1.396  1.115  -0.411
C  -2.880  -1.997  -0.100  0.095
O  -3.601  -2.895  -0.440  -0.611
C  -2.204  -1.261  -1.101  0.596
C  -2.086  -1.758  -2.574  -1.477
C  -1.484  -0.336  -0.411  0.314
C  -0.320  0.402  -0.962  -0.840
C  1.010  -0.028  -0.173  0.415
H  2.660  -1.319  -2.068  0.299
H  1.985  0.114  -2.994  0.311
H  3.711  0.112  -2.449  0.365
H  3.739  2.012  -0.763  0.456
H  0.653  1.386  4.080  0.344
H  -0.843  2.169  3.336  0.361
H  0.587  2.740  2.918  0.366
H  -0.231  -1.279  1.792  0.368
H  -1.206  -0.578  3.024  0.518
H  -2.511  0.718  1.133  0.382
H  -1.314  -1.313  -3.232  0.340
H  -2.045  -2.769  -2.636  0.413
H  -3.030  -1.498  -2.988  0.375
H  -0.455  1.494  -1.092  0.260
H  -0.151  0.053  -2.006  0.115
H  1.022  -1.143  -0.115  0.518


5.
Formula: C15H17BN2O3STm
Source: the Open Molecules 2025 dataset
Level of theory: ωB97M-V/def2-TZVPD

Results
- HOMO level (alpha / beta): -16.7767 / -16.7512 eV
- ⟨S²⟩: 2.045
- Spin multiplicity: 3
- HOMO-LUMO gap (alpha / beta): 5.234 / 4.948 eV
- E: -65951.4914 eV
- Net charge: +3

Last column: Mulliken charge in e.
Element x y z (Å)
C  0.894  -0.111  3.915  -0.914
B  0.930  -0.559  2.331  0.443
O  1.810  -1.664  2.006  -0.659
N  0.079  0.219  1.384  0.318
C  0.766  1.138  0.496  0.269
C  2.268  1.146  0.121  -0.247
C  2.914  2.216  -0.829  -0.478
C  2.041  3.357  -1.469  0.318
C  2.619  4.478  -2.475  -0.659
O  2.384  3.951  -3.823  -0.150
O  3.115  2.806  -3.958  -0.354
C  0.515  3.352  -1.116  -0.487
C  -0.112  2.289  -0.187  0.292
S  -1.935  2.239  0.207  -0.097
C  -2.216  0.387  0.180  0.231
C  -3.515  -0.198  -0.436  -0.460
C  -3.736  -1.733  -0.504  -0.872
C  -2.596  -2.638  0.061  0.068
C  -2.687  -4.282  -0.004  -0.343
N  -1.813  -4.670  -1.185  -0.531
C  -1.267  -2.019  0.734  0.080
C  -1.052  -0.486  0.809  -0.392
H  -0.179  0.209  4.213  0.331
H  1.305  -0.911  4.614  0.324
H  1.526  0.853  4.043  0.343
H  2.668  -1.427  2.450  0.374
H  2.968  0.349  0.526  0.274
H  4.034  2.131  -1.066  0.402
H  2.020  5.436  -2.328  0.363
H  3.730  4.678  -2.308  0.356
H  2.497  2.065  -4.178  0.347
H  -0.166  4.158  -1.552  0.388
H  -4.346  0.478  -0.857  0.382
H  -4.691  -2.143  -0.973  0.401
H  -2.194  -4.753  0.927  0.036
H  -3.729  -4.675  -0.246  0.482
H  -0.832  -4.435  -0.913  0.283
H  -1.993  -4.013  -1.973  0.352
H  -0.454  -2.740  1.131  0.567
Tm  -1.571  -4.478  2.231  1.620


6.
Formula: C15H17BrN2O2S
Source: the Open Molecules 2025 dataset
Level of theory: ωB97M-V/def2-TZVPD

Results
- HOMO level: -7.6815 eV
- HOMO-LUMO gap: 7.847 eV
- E: -103768.9647 eV

Last column: Mulliken charge in e.
Element x y z (Å)
C  -0.088  2.905  -2.095  -0.567
C  0.888  2.080  -2.247  0.020
C  1.981  1.859  -1.130  -1.394
N  2.022  0.601  -0.727  0.650
C  1.219  0.282  0.171  0.232
S  0.385  1.493  1.079  -0.360
N  1.550  -0.768  0.815  -0.191
C  0.634  -1.858  1.502  -0.030
O  1.073  -2.771  2.151  -0.554
C  -0.867  -1.392  1.418  0.943
C  -1.217  -1.168  0.316  0.325
C  -2.591  -0.895  0.046  -1.253
C  -3.658  -0.782  1.046  0.680
C  -2.930  -1.180  2.536  -0.302
C  -1.643  -1.554  2.468  -0.515
H  -1.140  -1.607  3.537  0.196
Br  -4.195  -1.071  3.908  -0.140
O  -4.832  -0.399  1.236  -0.310
C  -5.521  -0.225  0.129  -1.125
H  -6.443  0.191  0.408  0.340
H  -4.988  0.758  -0.431  0.326
H  -5.283  -0.788  -0.609  0.519
H  -3.050  -0.549  -0.767  0.544
H  -0.651  -0.939  -0.577  0.265
H  2.515  -1.641  0.817  0.395
C  2.819  -0.414  -1.365  -0.778
C  4.128  -0.528  -0.906  -0.252
C  4.745  -0.152  0.383  -0.777
H  5.742  -0.126  0.680  0.435
H  4.100  0.799  0.845  0.114
H  4.851  -1.487  -1.263  0.226
H  2.321  -1.398  -1.579  0.388
H  3.025  -0.042  -2.388  0.310
H  1.815  2.714  -0.531  0.694
H  3.066  2.230  -1.706  0.277
H  1.257  1.433  -3.040  0.278
H  -0.848  2.776  -3.029  0.207
H  -0.187  3.613  -1.099  0.185


7.
Formula: C15H17Cl22IN3O
Source: the Open Molecules 2025 dataset
Level of theory: ωB97M-V/def2-TZVPD

Results
- HOMO level: -12.2340 eV
- HOMO-LUMO gap: 8.612 eV
- E: -305930.8440 eV
- Net charge: +1

Last column: Mulliken charge in e.
Element x y z (Å)
C  3.422  4.549  -0.702  -0.974
C  2.150  4.480  -1.105  -0.863
C  1.407  3.292  -1.748  1.859
C  0.518  2.636  -0.617  -0.478
Cl  1.017  0.971  -0.222  0.066
C  -1.000  2.745  -0.761  -0.865
C  -1.693  1.876  -1.804  -0.972
N  0.550  4.012  -2.765  -0.345
C  1.106  3.737  -3.994  0.558
N  0.435  3.864  -5.102  -0.302
N  2.403  3.337  -3.848  -0.143
Cl  3.048  2.658  -5.284  -0.002
C  2.253  2.367  -2.677  -0.852
I  1.251  0.638  -3.559  0.351
C  3.656  1.934  -2.197  -0.756
O  4.053  0.709  -2.728  -0.318
C  4.560  -0.211  -1.760  -0.706
H  3.893  3.748  -0.146  0.299
H  4.060  5.398  -0.918  0.286
H  1.494  5.333  -0.928  0.445
H  0.751  3.198  0.284  0.520
H  -1.267  3.797  -0.881  0.405
H  -1.388  2.445  0.215  0.514
H  -2.743  2.174  -1.840  0.393
H  -1.672  0.828  -1.514  0.244
H  -1.300  2.020  -2.807  0.111
H  0.658  5.026  -2.703  0.349
H  0.870  3.996  -6.004  0.229
H  -0.575  3.849  -5.045  0.289
H  4.354  2.699  -2.555  0.398
H  3.691  1.948  -1.109  0.451
H  4.646  -1.169  -2.264  0.264
H  5.543  0.099  -1.401  0.304
H  3.856  -0.300  -0.929  0.269
C  -0.275  -1.594  2.684  0.184
Cl  0.769  -0.307  3.292  -0.116
Cl  0.474  -2.346  1.263  -0.055
Cl  -0.496  -2.798  3.955  -0.038
Cl  -1.845  -0.919  2.224  -0.026
C  -2.264  -5.829  1.848  0.223
Cl  -3.481  -6.605  0.836  -0.075
Cl  -2.652  -6.096  3.551  -0.099
Cl  -0.671  -6.508  1.495  -0.062
Cl  -2.236  -4.092  1.526  0.064
C  -4.902  -0.275  5.211  0.247
Cl  -6.236  -0.940  4.267  -0.027
Cl  -3.547  -1.403  5.104  -0.025
Cl  -4.426  1.291  4.537  -0.109
Cl  -5.380  -0.070  6.893  -0.092
C  -6.919  -3.889  1.590  0.324
Cl  -7.877  -2.437  1.927  -0.112
Cl  -5.932  -4.304  2.991  -0.044
Cl  -8.002  -5.227  1.212  -0.091
Cl  -5.864  -3.572  0.208  -0.096
C  3.555  -6.154  2.963  0.288
Cl  2.630  -6.865  4.286  -0.086
Cl  5.205  -5.833  3.496  -0.104
Cl  3.581  -7.272  1.595  -0.097
Cl  2.787  -4.641  2.463  -0.005


8.
Formula: C15H17ClN5O4S
Source: the Open Molecules 2025 dataset
Level of theory: ωB97M-V/def2-TZVPD

Results
- HOMO level: -3.0222 eV
- Energy above the lowest of the compared OMol25 structures with the same formula, charge and spin: 0.000 eV
- HOMO-LUMO gap: 4.407 eV
- E: -54826.0103 eV
- Net charge: -1

Last column: Mulliken charge in e.
Element x y z (Å)
C  1.973  1.138  3.867  -1.311
C  1.339  -0.084  3.290  0.698
C  1.939  -0.756  2.215  -0.727
C  1.727  -2.186  1.969  1.446
O  0.829  -2.831  2.557  -0.719
N  2.603  -2.898  1.162  0.153
C  2.364  -4.300  0.897  -1.044
C  3.821  -2.391  0.560  -0.923
N  0.102  -0.269  3.808  -0.379
N  -0.770  -0.904  3.141  0.144
C  -1.845  -1.387  4.026  0.352
N  -2.884  -1.659  3.201  -0.336
O  -1.827  -1.502  5.242  -0.598
H  2.898  1.413  3.350  0.359
H  1.254  1.960  3.760  0.297
H  2.210  1.056  4.936  0.293
H  2.819  -0.277  1.791  -0.085
H  1.494  -4.653  1.454  0.297
H  2.199  -4.460  -0.179  0.303
H  3.243  -4.893  1.187  0.310
H  4.016  -1.343  0.803  0.281
H  4.687  -2.980  0.907  0.318
H  3.777  -2.493  -0.536  0.321
H  -2.689  -1.685  2.203  0.260
H  -3.675  -2.130  3.587  0.230
N  -5.189  4.205  -6.165  -0.549
C  -4.356  3.734  -5.500  0.071
C  -3.321  3.136  -4.698  0.501
C  -3.541  1.903  -4.075  -0.678
C  -2.528  1.299  -3.322  -0.267
C  -1.289  1.937  -3.191  0.080
S  0.068  1.115  -2.279  1.033
C  -0.009  1.599  -0.642  -0.670
Cl  0.298  0.548  0.573  -0.117
O  -0.274  -0.287  -2.394  -0.698
O  1.254  1.654  -2.919  -0.671
C  -1.063  3.170  -3.811  -0.357
C  -2.082  3.769  -4.561  -0.586
H  -4.512  1.416  -4.191  0.383
H  -2.700  0.334  -2.844  0.428
H  -0.355  2.593  -0.415  0.384
H  -0.092  3.659  -3.714  0.386
H  -1.913  4.730  -5.051  0.388